(1)
A structure of composition C33H55CoNP2 at a distorted geometry. Source: the Open Molecules 2025 dataset; level of theory: ωB97M-V/def2-TZVPD.

Properties
HOMO (spin up / spin down) ... -9.4 / -9.8 eV
E_tot ... -92793.0164 eV
Lowest unoccupied orbital energy (spin up / spin down) ... -2.12 / -3.63 eV
Strongest force on any atom ... 4.8 eV/Å
Kohn-Sham gap (spin up / spin down) ... 0.267 / 0.225 Ha
Energy above the lowest of the compared OMol25 structures with the same formula, charge and spin ... 0.0000 eV
Spin multiplicity ... 5
Net charge ... +1

CARTESIAN COORDINATES (ANGSTROEM)
Co (-0.11461, 0.29982, -1.40250)
P (1.52650, 1.62732, -1.65562)
P (-1.65080, 0.31741, -2.80714)
N (0.48040, 2.95659, 3.07157)
C (0.60585, -0.39429, 1.98478)
C (0.62481, 2.92933, 1.60532)
C (-0.76687, -1.31049, 0.37190)
C (1.03606, 1.27766, -5.10248)
C (-1.89052, -2.18210, -0.06181)
C (0.31568, -0.69961, -6.44986)
C (-0.87061, -1.33245, -3.18682)
C (-1.94755, -0.18570, -5.40388)
C (-0.65885, 2.88544, 0.83110)
C (-0.73156, -0.67432, 1.63175)
C (1.02649, -0.05694, 3.35880)
C (-0.99763, 2.11458, -3.05755)
C (0.62250, -1.35819, -0.13039)
C (1.16755, -2.53351, -0.88094)
C (-0.67633, 3.56215, 3.68442)
C (-1.07245, 1.77796, 0.08052)
C (0.38088, 2.26727, -6.04375)
C (-3.44719, 0.19708, -2.70646)
C (-1.91386, 1.17036, -5.44542)
C (0.29371, 2.76135, -2.50381)
C (-1.49662, 4.01625, 0.90795)
C (0.90819, -0.05681, -5.22001)
C (-1.19854, -1.03258, -6.39119)
C (1.44152, -0.70823, 0.89798)
C (-1.85762, -0.48509, 2.58460)
C (-1.08491, 1.94846, -6.44867)
C (2.91739, -0.73552, 0.98784)
C (1.70914, 3.31078, 3.74536)
C (2.83190, 0.73226, -2.60860)
C (-2.44109, 1.57029, 0.04132)
C (2.64443, 2.73623, -0.74536)
C (-3.35130, 2.62866, 0.27319)
C (-2.85778, 3.88665, 0.62862)
H (3.23873, -1.42651, 1.78878)
H (-2.84320, 0.58511, -0.23495)
H (-0.61380, -1.40448, -4.24959)
H (-2.83103, -1.61414, -0.14315)
H (-1.61323, 3.06958, 3.40983)
H (-1.08957, 1.42165, -7.41894)
H (3.33901, 0.25195, 1.24419)
H (2.11380, 0.01387, 3.46331)
H (0.97338, 2.32941, -6.97558)
H (-2.70886, -0.73818, -4.85172)
H (2.98707, 2.21469, 0.16344)
H (3.39402, -1.05625, 0.05121)
H (0.58569, 0.90288, 3.68401)
H (3.34949, 0.03260, -1.91918)
H (1.23547, 3.81210, 1.30002)
H (-1.56349, -2.14889, -2.94609)
H (-1.58359, 2.91784, -6.58588)
H (1.52542, -3.32758, -0.19659)
H (-3.87370, 1.01488, -2.11000)
H (0.40588, -2.98788, -1.51895)
H (-1.87432, 0.53963, 2.98188)
H (0.50406, -0.04535, -7.32260)
H (-3.73123, -0.74283, -2.21239)
H (2.16833, 3.68445, -0.47381)
H (1.45766, -0.77312, -4.59490)
H (0.00232, 3.50704, -1.75276)
H (2.36919, 0.13138, -3.40080)
H (0.42138, 3.26793, -5.56936)
H (-2.06335, -2.97737, 0.68338)
H (0.67399, -0.82574, 4.07535)
H (1.79694, 1.74369, -4.47575)
H (-1.35073, -2.09557, -6.13800)
H (-1.61272, -0.87514, -7.39921)
H (-1.70435, -2.67458, -1.02033)
H (0.82833, 3.31079, -3.29745)
H (0.84981, -1.64729, -6.61189)
H (-2.82578, -0.68307, 2.10541)
H (-3.52461, 4.74210, 0.72840)
H (2.02445, -2.23357, -1.50289)
H (-2.68523, 1.75638, -4.92553)
H (3.57738, 1.40939, -3.06708)
H (-1.85337, 2.79507, -2.88534)
H (-0.53620, 3.44186, 4.77577)
H (-4.41816, 2.45220, 0.16305)
H (1.57124, 3.14434, 4.82240)
H (3.54917, 2.97592, -1.34418)
H (-3.90311, 0.22775, -3.70321)
H (-0.86116, 2.06347, -4.13883)
H (2.53970, 2.68803, 3.38607)
H (-1.76296, -1.15885, 3.44864)
H (0.09876, -1.49012, -2.68150)
H (1.22347, 2.02751, 1.39230)
H (-1.08894, 4.95842, 1.25049)
H (-0.75264, 4.64749, 3.47223)
H (1.96800, 4.37658, 3.58057)

(2)
A structure of composition C21H56O7 at a distorted geometry. Source: the Open Molecules 2025 dataset; level of theory: ωB97M-V/def2-TZVPD.

Properties
HOMO ... -8.1 eV
E_tot ... -36992.7692 eV
Lowest unoccupied orbital energy ... 0.17 eV
Strongest force on any atom ... 14.4 eV/Å
Kohn-Sham gap ... 0.303 Ha
Energy above the lowest of the compared OMol25 structures with the same formula, charge and spin ... 25.5774 eV
Spin multiplicity ... 1

CARTESIAN COORDINATES (ANGSTROEM)
O (-2.61429, -4.80695, 3.65650)
O (5.19463, 1.12012, 1.99951)
O (-3.33560, -2.79989, 0.25367)
O (-1.16932, 1.02102, 1.19800)
O (0.11810, 0.51949, -3.53325)
O (-0.75483, 1.54368, -0.95173)
O (0.56739, 2.32626, -3.10889)
C (1.01769, -0.42197, -2.93392)
C (-3.52688, -0.41131, 0.15537)
C (-1.49284, -4.40360, 2.88032)
C (-5.07610, -1.91349, 1.49726)
C (0.93711, 0.67585, 1.48625)
C (-1.41158, -2.91546, 2.87098)
C (0.61526, -0.64338, -1.45859)
C (2.32632, 3.72137, -2.54727)
C (5.48520, -0.25696, 0.25917)
C (-3.63754, -1.65013, 1.04045)
C (-2.09691, 2.07021, -2.87159)
C (5.10874, 1.18525, 0.59943)
C (-0.77044, -1.00399, 2.22616)
C (1.10083, 3.02036, -2.05544)
C (-3.14875, 1.91698, -0.60784)
C (-0.28667, -0.03271, 1.16522)
C (1.42982, 2.12743, -0.77886)
C (2.52559, 0.04524, -2.92836)
C (-0.27500, -4.97283, 3.61656)
C (-1.86436, 2.35248, -1.39894)
C (3.61268, 1.47363, 0.30371)
H (-0.34866, -0.33191, 0.11893)
H (2.05417, 4.61270, -3.11258)
H (-0.94153, 1.57075, 0.44467)
H (0.30753, 3.69860, -1.74116)
H (-0.10323, -1.83641, 2.44974)
H (-5.78945, -2.32552, 0.78350)
H (4.54401, -0.80381, 0.31594)
H (1.88857, 2.84056, -0.09395)
H (1.05323, -1.34495, -3.51266)
H (-2.18885, -2.35222, 2.35454)
H (-0.11483, 1.88302, -1.58168)
H (1.20082, 1.43061, 0.74537)
H (-3.01942, -1.36086, 1.89038)
H (3.38659, 2.53860, 0.25065)
H (1.04765, 0.08077, -0.76813)
H (-3.01051, 2.55052, -3.22199)
H (-2.32653, -5.44681, 4.31176)
H (-0.44458, -0.59516, -1.20858)
H (-3.32072, 0.57405, 0.57331)
H (-5.55726, -1.01031, 1.87256)
H (-1.53081, -2.49107, 3.86787)
H (0.52626, 1.60113, -0.47116)
H (2.19296, 1.39173, -1.03274)
H (-1.32644, 2.59851, -3.43317)
H (-0.89074, -0.67489, 3.25829)
H (5.72987, 1.86517, 0.01632)
H (6.26755, -0.70670, 0.87054)
H (-3.28528, 0.83619, -0.64467)
H (2.98182, 3.12260, -3.17965)
H (2.76913, 0.83529, -2.21801)
H (-2.96255, 2.27690, 0.40404)
H (-1.83108, 1.06385, -3.19510)
H (0.44567, 3.03102, -3.74928)
H (-1.83529, 3.44159, -1.36581)
H (-1.52670, -4.88184, 1.90143)
H (5.70585, -0.23394, -0.80802)
H (-0.56540, -2.49878, 2.32467)
H (1.01479, -1.58231, -1.07533)
H (2.88790, 0.84513, 0.82118)
H (0.45143, 1.39759, -3.33470)
H (-4.40375, -0.38364, -0.49149)
H (-0.20005, -4.61375, 4.64298)
H (0.59256, -4.85140, 2.96795)
H (3.44434, 1.09715, -0.70526)
H (2.81261, 3.99113, -1.60980)
H (0.98426, 1.20211, 2.43962)
H (1.76909, -0.02679, 1.43911)
H (4.63582, 0.36694, 2.20454)
H (-0.47413, -6.04397, 3.65014)
H (-3.71851, -2.76147, -0.62582)
H (-2.79295, -0.58445, -0.63169)
H (3.26944, -0.72764, -2.73485)
H (-4.05300, 2.46568, -0.87116)
H (2.87872, 0.30806, -3.92552)
H (-5.04876, -2.63721, 2.31187)
H (-1.80989, -1.29682, 2.07817)

(3)
The molecule C4H7BrO2 at a distorted geometry. Source: the Open Molecules 2025 dataset; level of theory: ωB97M-V/def2-TZVPD.

Properties
HOMO ... -10.1 eV
E_tot ... -78397.9310 eV
SMILES ... C[C@](O)(C=O)CBr
Lowest unoccupied orbital energy ... 0.75 eV
Strongest force on any atom ... 2.7 eV/Å
Kohn-Sham gap ... 0.400 Ha
Energy above the lowest of the compared OMol25 structures with the same formula, charge and spin ... 0.5960 eV
Spin multiplicity ... 1

CARTESIAN COORDINATES (ANGSTROEM)
Br (2.62878, 1.12944, -0.18955)
O (-0.11988, 1.06111, 1.33983)
O (-0.91552, 2.00838, -1.15281)
C (1.29120, -0.24767, -0.11053)
C (-0.53949, 0.87190, -1.07848)
C (-0.87297, -1.07400, 0.58632)
C (-0.11758, 0.23559, 0.27397)
H (-0.34481, 1.99900, 1.11906)
H (1.70824, -1.15019, 0.41122)
H (-0.75294, -1.36448, 1.60048)
H (-0.40357, -1.79850, -0.08504)
H (1.12931, -0.63642, -1.12674)
H (-0.73345, 0.11229, -1.97427)
H (-1.95734, -1.14646, 0.38654)

(4)
The molecule C7H12N2OS2 at a distorted geometry. Source: the Open Molecules 2025 dataset; level of theory: ωB97M-V/def2-TZVPD.

Properties
HOMO ... -8.7 eV
E_tot ... -34148.8526 eV
SMILES ... C[C@H](O)[C@@H](C)SSc1ncc[nH]1
Lowest unoccupied orbital energy ... 0.56 eV
Strongest force on any atom ... 5.1 eV/Å
Kohn-Sham gap ... 0.341 Ha
Energy above the lowest of the compared OMol25 structures with the same formula, charge and spin ... 3.1877 eV
Spin multiplicity ... 1

CARTESIAN COORDINATES (ANGSTROEM)
S (-0.62719, -1.26756, 1.03930)
S (0.53367, -1.66161, -0.49375)
O (-2.94701, 1.74248, -0.34922)
N (2.57834, -0.39296, 0.56300)
N (1.64573, 0.78696, -1.13772)
C (-0.90728, 1.97069, 1.04954)
C (3.28099, 0.81255, 0.43092)
C (2.70745, 1.46784, -0.66971)
C (-2.01700, -0.35941, 0.21008)
C (-1.64695, 1.18324, -0.00290)
C (1.58083, -0.34452, -0.40595)
C (-2.56166, -1.10810, -0.95700)
H (-2.53351, -2.35830, -0.91213)
H (-0.96591, 1.23832, -0.92612)
H (-2.83893, 2.88096, -0.31306)
H (-3.66466, -0.79096, -1.01746)
H (3.01609, 2.28597, -1.35964)
H (0.29147, 1.83154, 0.79511)
H (2.62995, -1.01544, 1.35388)
H (-1.99805, -0.92027, -1.86525)
H (-2.86156, -0.42266, 0.88783)
H (-1.31162, 1.84604, 2.21522)
H (-1.13263, 3.01894, 0.40890)
H (4.25499, 0.84092, 0.89074)

(5)
The molecule C4H7NO. Source: the Open Molecules 2025 dataset; level of theory: ωB97M-V/def2-TZVPD.

Properties
HOMO ... -9.5 eV
E_tot ... -7798.6797 eV
SMILES ... C[C@H]1CN=CO1
Lowest unoccupied orbital energy ... 1.02 eV
Strongest force on any atom ... 0.4 eV/Å
Kohn-Sham gap ... 0.388 Ha
Energy above the lowest of the compared OMol25 structures with the same formula, charge and spin ... 0.9647 eV
Spin multiplicity ... 1

CARTESIAN COORDINATES (ANGSTROEM)
O (0.48240, -0.71612, 1.11222)
N (1.07952, 1.43968, 0.74007)
C (0.94337, 0.47643, 1.54833)
C (-1.28709, -0.83054, -0.50604)
C (0.57902, 0.94530, -0.54438)
C (0.18246, -0.52987, -0.29441)
H (-1.57711, -0.64713, -1.54596)
H (1.33220, 1.06215, -1.32985)
H (0.81430, -1.23046, -0.85122)
H (-1.88497, -0.17850, 0.13967)
H (-1.51395, -1.87056, -0.25442)
H (1.14017, 0.52926, 2.61380)
H (-0.29031, 1.55037, -0.82780)

(6)
A structure of composition C6H5NO at a distorted geometry. Source: the Open Molecules 2025 dataset; level of theory: ωB97M-V/def2-TZVPD.

Properties
HOMO ... -9.6 eV
E_tot ... -9836.5596 eV
Lowest unoccupied orbital energy ... 0.64 eV
Strongest force on any atom ... 9.0 eV/Å
Kohn-Sham gap ... 0.375 Ha
Energy above the lowest of the compared OMol25 structures with the same formula, charge and spin ... 2.6482 eV
Spin multiplicity ... 1

CARTESIAN COORDINATES (ANGSTROEM)
O (1.38480, 1.50122, 0.25679)
N (-3.02053, 0.06764, -0.54271)
C (0.08648, 1.38999, -0.27630)
C (0.53315, -2.17085, 0.28163)
C (-1.77849, 0.01846, -0.65762)
C (0.77205, -0.72691, 0.32608)
C (1.66492, 0.19597, 0.74705)
C (-0.27790, 0.10877, -0.35462)
H (0.15624, -2.76000, 1.24959)
H (1.76916, -2.56574, -0.11824)
H (-0.28646, 2.31971, -0.46542)
H (2.58599, 0.04331, 1.38525)
H (-0.16087, -2.41309, -0.70386)

(7)
A cluster of 3 separate species, C31H49ClF3N2O13 in total at a distorted geometry. Source: the Open Molecules 2025 dataset; level of theory: ωB97M-V/def2-TZVPD.

Properties
HOMO ... -5.1 eV
E_tot ... -83193.7186 eV
Lowest unoccupied orbital energy ... 1.15 eV
Strongest force on any atom ... 9.1 eV/Å
Kohn-Sham gap ... 0.228 Ha
Spin multiplicity ... 1
Net charge ... -1

CARTESIAN COORDINATES (ANGSTROEM)
Cl (-0.90070, -1.40340, -5.13332)
F (-1.39722, -4.73041, -0.42919)
F (-1.45758, -3.05382, -2.13102)
F (0.66963, -4.10265, -1.44578)
O (8.40038, -0.80490, -3.27175)
O (1.50367, -0.30740, -7.65183)
O (1.24414, 2.23700, 0.20385)
O (-2.13503, 0.09988, -1.87980)
O (-6.82501, 4.71115, 0.09156)
O (-3.39179, -2.53409, 6.84106)
O (-6.43231, 2.77240, -2.29969)
O (-5.00646, 1.87281, 0.30660)
O (-1.81809, -1.96341, 0.68737)
O (5.96257, 0.09200, -4.13372)
O (2.83453, -2.23056, -6.85553)
O (-1.21413, -1.22534, 5.05780)
O (-1.18753, -4.49954, 5.88751)
N (-0.00514, 0.05968, -0.41136)
N (4.47907, 3.10146, -2.48228)
C (-2.16399, -1.88337, 7.19563)
C (0.42403, 0.01184, -2.81560)
C (4.33488, 1.70624, -1.87399)
C (-2.60199, -4.69681, 5.94314)
C (9.48101, -0.56087, -2.27390)
C (3.34468, 0.29014, -4.24230)
C (-4.90165, 0.60362, 0.93175)
C (4.78989, 0.33546, -5.01484)
C (-0.50503, -2.46818, 0.25590)
C (1.66088, 0.76975, -2.05373)
C (9.28862, 0.97430, -1.68234)
C (2.06987, -0.44551, -5.03693)
C (-7.78908, 4.25205, -0.85844)
C (5.83103, -1.17301, -3.39487)
C (3.15009, 0.94203, -2.71421)
C (7.26986, -1.46226, -2.59237)
C (-0.47663, -5.54058, 6.53888)
C (-1.30622, -0.29755, 3.98852)
C (-3.33405, -3.37837, 5.68330)
C (1.02313, 1.19394, -0.60633)
C (-0.80315, 0.05730, -1.73244)
C (-5.10091, 3.02548, -1.83069)
C (0.60089, -1.27992, -0.03591)
C (-4.51741, 1.85414, -1.03633)
C (-6.81118, 6.12603, 0.19791)
C (2.19699, -1.07607, -6.56795)
C (-1.81119, -0.72672, 6.25691)
C (0.56183, -0.59774, -4.32937)
C (-0.63566, -3.55915, -1.00427)
C (-7.46134, 2.82469, -1.30224)
C (3.58548, 4.10399, -1.76127)
H (-1.34789, -2.60162, 7.28699)
H (-0.05104, -3.11132, 1.15308)
H (-6.52847, 6.57461, -0.76083)
H (-0.82861, -0.73869, 3.10988)
H (-4.78084, 0.91133, -1.52695)
H (4.88848, 1.36062, -5.58793)
H (-8.35244, 2.40736, -1.78423)
H (1.23984, -1.09665, 0.95461)
H (5.56389, -2.10498, -4.06907)
H (5.01274, -1.15173, -2.53613)
H (-2.92481, -2.84307, 4.82398)
H (1.35545, -1.71442, -0.82220)
H (-5.28645, 0.69082, 1.95108)
H (-7.78502, 6.49745, 0.51906)
H (-0.73661, -5.56788, 7.60283)
H (5.34967, 1.11653, -1.80426)
H (2.47142, 3.70390, -1.64525)
H (-7.22548, 2.17500, -0.45682)
H (3.94462, 1.81227, -0.75556)
H (4.02432, 4.31396, -0.68425)
H (-4.37738, -3.61231, 5.44396)
H (7.44257, -2.62809, -2.41363)
H (-7.80790, 4.91234, -1.73247)
H (3.52199, 5.08553, -2.42548)
H (-2.35607, -0.10246, 3.74662)
H (8.98975, 0.84591, -0.54401)
H (-0.79482, 0.63421, 4.24291)
H (10.50250, -0.55836, -2.88433)
H (7.11822, -1.00922, -1.49915)
H (-2.26247, -2.77272, 1.12638)
H (-3.85879, 0.27903, 0.97029)
H (-6.05827, 6.40544, 0.94121)
H (10.27965, 1.61269, -1.75382)
H (8.40192, 1.56566, -2.21548)
H (-2.86464, -5.42213, 5.16543)
H (0.59355, -5.32864, 6.45389)
H (-0.68837, -6.50266, 6.07089)
H (-3.42761, 1.94838, -0.99065)
H (5.47803, 3.41042, -2.50727)
H (-2.33502, -1.46711, 8.19453)
H (-8.76864, 4.26846, -0.36843)
H (-2.89399, -5.09121, 6.92265)
H (-5.04855, 3.96390, -1.27672)
H (4.83384, -0.53095, -5.83475)
H (-5.51057, -0.13263, 0.39703)
H (9.46172, -1.35224, -1.41113)
H (-2.71526, -0.15399, 6.02530)
H (-1.07947, -0.07159, 6.74067)
H (-4.49543, 3.15515, -2.73452)

(8)
The molecule CH3NOP2 at a distorted geometry. Source: the Open Molecules 2025 dataset; level of theory: ωB97M-V/def2-TZVPD.

Properties
HOMO ... -8.7 eV
E_tot ... -23198.4386 eV
SMILES ... O=C/P=N/P
Lowest unoccupied orbital energy ... -1.12 eV
Strongest force on any atom ... 1.8 eV/Å
Kohn-Sham gap ... 0.280 Ha
Energy above the lowest of the compared OMol25 structures with the same formula, charge and spin ... 0.2176 eV
Spin multiplicity ... 1

CARTESIAN COORDINATES (ANGSTROEM)
P (-0.34689, 0.65465, 2.01752)
P (1.33006, 0.25019, -0.59084)
O (0.41667, -0.44656, -3.16974)
N (0.18505, 0.26571, 0.48985)
C (0.04883, -0.15824, -2.07005)
H (-1.02458, -0.15086, -1.61651)
H (-1.19165, -0.46062, 1.92260)
H (0.58251, 0.04572, 3.01716)